# C18H68N8O16

16 unconnected molecules or ions with the total composition C18H68N8O16 (ωB97M-V/def2-TZVPD, the OMol25 dataset).

Geometry as XYZ:
```
110
Properties=species:S:1:pos:R:3:lowdin_charge:R:1
O 3.525 -3.486 2.588 -0.08
H -3.113 0.682 2.560 0.01
C -1.788 -3.431 2.483 -0.61
H -1.223 -1.081 -0.811 0.05
H -3.595 -3.398 3.287 0.09
H 1.577 2.843 -0.931 0.09
H 0.657 -0.518 -4.110 0.06
H 3.060 0.860 -1.315 0.08
H -0.238 1.502 -4.217 0.06
H 3.829 1.011 -2.859 0.10
H -3.735 1.718 -4.606 0.13
H 0.619 1.044 5.563 0.08
H 1.477 5.213 -0.894 0.10
H 4.197 -0.722 -0.728 0.10
O -2.996 1.680 1.207 -0.11
C -0.695 -0.144 -0.707 -0.04
H 4.951 -0.926 3.214 0.13
C 2.255 -3.375 -0.604 -0.16
C -1.729 -3.616 -1.048 -0.18
H -2.507 3.743 -1.429 0.15
H -0.973 -1.751 1.782 0.09
H -2.350 4.091 2.086 0.16
C 1.566 0.441 5.685 -0.19
N -3.250 0.820 -2.490 0.11
C 1.146 -0.549 -5.092 -0.14
H 1.806 -4.573 2.814 0.10
H 1.313 -3.375 -0.166 0.05
C 0.669 -0.156 -0.011 -0.28
O 3.096 -0.910 -2.279 -0.09
H -1.076 2.667 -5.207 0.07
O -0.481 5.454 -0.352 -0.12
H -1.117 0.314 3.885 0.05
H 2.642 1.892 1.769 0.06
H -0.755 -3.180 -1.193 0.05
O -0.665 -4.230 2.193 -0.15
H -0.028 2.922 -0.154 0.05
H -3.932 -1.334 1.500 0.06
H 2.186 -3.193 -1.702 0.09
H -0.923 6.108 -0.958 0.12
N -3.132 0.912 -4.666 0.18
H -3.731 0.247 0.196 0.03
H 1.039 -1.202 4.816 0.10
H -2.531 -1.505 2.515 0.05
C 3.043 0.461 -2.347 -0.18
C 4.378 -0.688 1.334 -0.65
N -2.792 2.931 -0.814 0.18
O -3.090 0.234 3.415 -0.15
H -1.273 0.479 0.050 0.09
H 3.485 -3.533 1.689 -0.01
C -4.479 -1.526 0.557 -0.14
C -2.063 0.771 4.170 -0.18
H 1.583 1.297 -5.360 0.00
C -0.215 2.531 -4.562 -0.12
O 0.989 2.838 -5.266 -0.11
O -4.060 -0.520 -0.286 -0.13
H 2.673 -1.293 -2.996 0.04
H 2.205 0.862 -2.769 0.03
C 0.540 3.274 -0.999 -0.06
O 1.908 2.541 1.718 -0.14
O -2.572 -3.188 -2.072 -0.17
H 5.734 -1.312 0.023 0.15
H -0.524 0.339 -1.676 0.06
H 2.048 -3.277 4.002 0.05
O 3.218 -0.122 1.692 -0.07
H -4.202 -2.446 0.156 0.05
H 1.597 -2.775 2.486 0.07
C 2.230 -3.532 3.003 -0.20
H -1.708 -4.749 -1.088 0.11
H -1.999 1.907 4.041 0.10
H 1.208 0.708 0.139 0.05
H -1.767 4.463 0.486 0.06
H -4.248 1.206 -2.438 0.18
N 4.830 -0.770 0.130 0.17
H -0.344 3.297 -3.757 0.08
H -0.037 2.767 -1.709 0.01
H 0.990 3.787 -5.246 0.09
C 0.505 4.836 -1.175 -0.25
H 0.349 5.242 -2.171 0.10
H 1.615 -1.448 -5.297 0.06
O 2.810 -4.631 -0.377 -0.09
O -1.885 -0.822 -3.558 -0.12
H 1.243 3.057 3.572 0.07
H 1.411 -0.859 -0.481 0.10
H 1.333 -0.104 6.585 0.08
H 2.280 -5.304 -0.774 0.07
N -2.317 3.843 1.073 0.18
C -2.753 0.312 -3.592 -0.54
N -2.855 -3.944 2.973 0.18
H -2.849 -4.896 3.343 0.13
H -2.227 -3.101 -0.185 0.06
H -2.989 2.046 -1.378 0.06
H 2.304 1.117 5.822 0.05
H -2.244 -2.280 -2.376 0.05
H -3.156 0.177 -1.709 0.07
H -2.171 0.696 5.262 0.08
C -2.686 2.776 0.466 -0.62
O 1.679 -0.477 4.676 -0.11
C 0.978 2.416 2.772 -0.14
N -1.807 -2.143 2.277 0.18
H -5.540 -1.580 0.816 0.09
H 0.015 2.616 2.367 0.05
N 5.257 -1.093 2.237 0.13
H 0.955 1.387 3.214 0.06
H 6.334 -1.073 2.034 0.17
H 0.316 -0.418 -5.833 0.10
H 0.979 -0.506 1.938 0.07
O 0.421 -0.825 1.204 -0.12
O 2.114 0.510 -5.177 -0.14
H -2.745 0.623 -5.567 0.14
H 2.991 -2.624 -0.300 0.07
```

Its spin multiplicity is 1. The calculation puts the LUMO energy at -0.511 eV. For the molar mass, the calculation gives 652.782 Da. The calculation puts the calculated total energy at -64442.792 eV.